Here is a molecular structure, C42H42EuFN7P2SSe2Si at a distorted geometry from the OMol25 dataset. Energies are from ωB97M-V/def2-TZVPD.

Summary:
- ⟨S²⟩: 15.76
- ΔE to the lowest compared entry with this formula, charge and spin: 13.1 kcal per mole
- Charge: 0
- Maximum force: 4.217 eV/Å
- LUMO energy (alpha / beta): -0.452 / -0.447 eV
- Highest occupied orbital energy (alpha / beta): -0.24747 / -0.25262 Ha
- Multiplicity: 8

```
99
Properties=species:S:1:pos:R:3:lowdin_charge:R:1
Eu -1.43 1.43 -0.93 1.368
Se 3.99 0.42 4.14 0.398
P 2.91 -0.86 2.88 0.557
C 1.96 -2.14 3.80 -0.316
C 1.20 -3.11 3.17 -0.102
C 0.52 -4.03 3.95 -0.089
C 0.60 -4.04 5.31 -0.103
C 1.39 -3.11 5.98 -0.061
C 2.08 -2.15 5.20 -0.094
C 3.98 -1.84 1.76 -0.325
C 3.49 -2.66 0.73 -0.059
C 4.41 -3.45 0.04 -0.090
C 5.72 -3.48 0.41 -0.095
C 6.18 -2.66 1.43 -0.069
C 5.31 -1.81 2.08 -0.148
C 1.73 -0.26 1.75 -0.411
C 1.71 0.41 0.53 -0.444
N 0.51 0.20 0.01 -0.194
N -0.26 -0.43 0.89 -0.069
N 0.45 -0.74 1.93 0.007
P 2.91 1.28 -0.44 0.536
Se 1.93 2.97 -1.31 0.226
C 4.22 1.75 0.62 -0.394
C 4.01 2.84 1.44 -0.127
C 5.05 3.35 2.23 -0.090
C 6.27 2.70 2.20 -0.079
C 6.44 1.52 1.44 -0.073
C 5.38 1.00 0.73 -0.125
C 3.61 0.16 -1.62 -0.316
C 4.90 0.32 -2.27 -0.071
C 5.41 -0.59 -3.13 -0.072
C 4.62 -1.71 -3.47 -0.066
C 3.36 -1.82 -2.96 -0.101
C 2.85 -0.90 -2.09 -0.095
H 1.06 -3.06 2.11 0.077
H -0.14 -4.77 3.43 0.117
H 0.03 -4.74 5.89 0.094
H 1.45 -3.12 7.07 0.100
H 2.63 -1.42 5.72 0.025
H 2.37 -2.59 0.55 0.120
H 4.22 -4.00 -0.88 0.104
H 6.41 -4.08 -0.17 0.106
H 7.22 -2.70 1.73 0.107
H 5.62 -1.16 2.84 0.014
H 3.03 3.33 1.34 0.085
H 4.86 4.27 2.79 0.116
H 7.11 3.16 2.68 0.097
H 7.39 1.00 1.47 0.107
H 5.51 0.05 0.25 0.093
H 5.53 1.17 -1.95 0.120
H 6.33 -0.44 -3.61 0.091
H 4.93 -2.45 -4.20 0.103
H 2.86 -2.72 -3.20 0.099
H 1.83 -0.98 -1.74 0.075
C -0.95 -1.35 -2.50 -0.202
Si -2.64 -1.74 -1.66 0.408
C -2.24 -3.12 -0.48 -0.184
C -3.73 -2.37 -3.13 -0.176
N -3.15 -0.28 -0.88 -0.205
C -4.37 0.04 -0.48 -0.344
C -5.64 -0.53 -0.80 -0.032
C -6.81 0.04 -0.33 -0.117
C -6.79 1.05 0.62 -0.138
C -5.61 1.63 1.06 -0.064
C -4.47 1.11 0.51 -0.251
F -3.27 1.58 0.94 -0.051
H -1.01 -1.40 -3.60 0.036
H -0.26 -1.94 -2.03 -0.020
H -0.54 -0.34 -2.33 -0.083
H -1.82 -3.96 -0.99 0.009
H -3.11 -3.59 0.05 0.042
H -1.52 -2.89 0.33 0.022
H -3.30 -3.37 -3.36 0.036
H -3.70 -1.66 -3.95 0.012
H -4.78 -2.48 -2.78 0.009
H -5.66 -1.29 -1.51 0.050
H -7.72 -0.36 -0.76 0.097
H -7.79 1.41 1.03 0.114
H -5.52 2.43 1.77 0.110
N -0.90 2.11 -4.77 0.121
C -1.03 1.66 -3.71 -0.076
H -0.73 2.35 -5.75 0.116
C -6.85 4.96 0.35 0.002
C -5.76 4.36 -0.38 -0.320
C -5.83 3.63 -1.49 -0.009
C -4.74 3.05 -2.09 -0.338
N -3.55 3.18 -1.59 0.039
C -3.35 3.99 -0.48 -0.853
S -1.86 4.31 0.11 0.629
N -4.52 4.51 0.13 0.132
C -4.86 2.28 -3.36 -0.007
H -6.89 4.67 1.43 0.112
H -7.77 4.57 -0.04 0.090
H -6.83 6.03 0.28 0.092
H -6.78 3.34 -1.96 0.141
H -4.45 4.87 1.03 0.120
H -4.40 2.84 -4.16 0.079
H -5.93 2.01 -3.60 0.106
H -4.23 1.35 -3.25 0.082
```

=====

Here is a molecular structure, C42H42N3O4PRhS2Te from the OMol25 dataset. Energies are from ωB97M-V/def2-TZVPD.

Summary:
- Charge: +1
- Maximum force: 0.940 eV/Å
- LUMO energy: -3.246 eV
- Highest occupied orbital energy: -0.37099 Ha

```
96
Properties=species:S:1:pos:R:3:lowdin_charge:R:1
Rh -0.59 -0.61 -0.33 0.780
C 1.87 -3.76 5.73 -0.042
C 1.63 -3.11 4.39 -0.250
C 2.64 -3.05 3.43 0.029
C 2.47 -2.47 2.18 -0.060
C 3.63 -2.45 1.25 -0.276
O 3.51 -2.57 0.04 0.071
C 5.01 -2.28 1.82 -0.163
C 6.07 -2.94 1.21 -0.016
C 7.36 -2.78 1.69 -0.066
C 7.60 -1.93 2.76 -0.073
C 6.55 -1.24 3.35 -0.069
C 5.26 -1.42 2.89 -0.034
C 1.20 -1.93 1.82 -0.271
O 1.06 -1.42 0.65 -0.209
C 0.18 -1.92 2.82 -0.051
C 0.43 -2.53 4.07 0.033
C -1.07 -1.19 2.66 -0.155
N -1.41 -0.54 1.60 -0.079
C -2.60 0.31 1.55 -0.281
C -3.77 -0.46 0.97 -0.390
Te -3.07 -1.62 -0.67 1.517
C -3.32 -3.51 0.23 -0.487
C -2.55 -4.59 -0.19 -0.146
C -2.79 -5.86 0.32 -0.059
C -3.81 -6.06 1.23 -0.064
C -4.61 -4.99 1.62 -0.071
C -4.37 -3.72 1.11 -0.151
C -2.01 -1.17 3.83 -0.219
C -2.89 -2.23 4.00 -0.037
C -3.78 -2.23 5.06 -0.058
C -3.79 -1.17 5.96 -0.068
C -2.90 -0.12 5.81 -0.057
C -2.01 -0.12 4.74 -0.030
H 2.87 -4.18 5.79 0.077
H 1.16 -4.56 5.92 0.082
H 1.77 -3.03 6.54 0.084
H 3.61 -3.47 3.66 0.130
H 5.86 -3.58 0.36 0.118
H 8.18 -3.31 1.22 0.107
H 8.61 -1.80 3.12 0.107
H 6.74 -0.57 4.17 0.106
H 4.44 -0.88 3.35 0.120
H -0.35 -2.51 4.82 0.124
H -2.35 1.17 0.93 0.109
H -2.86 0.70 2.54 0.118
H -4.56 0.20 0.62 0.066
H -4.17 -1.15 1.70 0.035
H -1.76 -4.46 -0.91 0.059
H -2.17 -6.69 0.00 0.115
H -4.00 -7.05 1.63 0.113
H -5.43 -5.15 2.31 0.114
H -5.03 -2.92 1.41 0.094
H -2.86 -3.07 3.31 0.113
H -4.46 -3.06 5.20 0.109
H -4.48 -1.18 6.79 0.109
H -2.89 0.70 6.51 0.111
H -1.30 0.69 4.63 0.131
O 1.25 4.33 -1.84 0.061
C 1.62 4.20 -0.55 -0.258
C 2.37 5.24 0.00 -0.005
C 2.79 5.17 1.31 -0.068
C 2.48 4.08 2.11 -0.083
C 1.74 3.05 1.57 -0.023
C 1.29 3.09 0.24 -0.078
C 0.51 1.97 -0.28 -0.382
O 0.24 0.99 0.54 -0.149
N 0.07 1.98 -1.51 0.001
N -0.71 0.85 -1.83 -0.193
C -1.25 0.99 -2.99 -0.891
S -2.40 -0.13 -3.67 0.857
C -3.03 1.02 -4.92 -0.492
C -1.84 1.83 -5.40 -0.504
S -0.95 2.43 -3.94 1.003
H 0.74 3.54 -2.09 0.028
H 2.61 6.08 -0.63 0.122
H 3.38 5.99 1.72 0.109
H 2.82 4.03 3.13 0.101
H 1.49 2.18 2.16 0.112
H -3.78 1.66 -4.46 0.085
H -3.48 0.44 -5.71 0.088
H -2.16 2.71 -5.97 0.088
H -1.18 1.23 -6.02 0.083
C -0.71 -3.00 -3.16 -0.275
P 0.23 -2.25 -1.78 0.767
C 0.70 -3.71 -0.82 -0.214
C 1.75 -1.67 -2.55 -0.212
H -0.19 -3.92 -3.42 0.056
H -0.73 -2.35 -4.03 0.016
H -1.74 -3.24 -2.89 0.011
H 0.78 -4.57 -1.49 0.065
H -0.01 -3.92 -0.03 0.037
H 1.68 -3.52 -0.37 0.027
H 2.20 -2.49 -3.11 0.067
H 2.44 -1.36 -1.76 0.043
H 1.55 -0.84 -3.22 0.051
```

=====

Here is 7 unconnected molecules or ions with the total composition C42H42O14 at a distorted geometry from the OMol25 dataset. Energies are from ωB97M-V/def2-TZVPD.

Summary:
- ΔE to the lowest compared entry with this formula, charge and spin: 0.0 kcal per mole
- Charge: 0
- Maximum force: 3.535 eV/Å
- LUMO energy: 0.415 eV
- SMILES string: Oc1ccc(O)cc1.Oc1ccc(O)cc1.Oc1ccc(O)cc1.Oc1ccc(O)cc1.Oc1ccc(O)cc1.Oc1ccc(O)cc1.Oc1ccc(O)cc1
- Highest occupied orbital energy: -0.28617 Ha

```
98
Properties=species:S:1:pos:R:3:lowdin_charge:R:1
O 13.83 12.51 8.71 0.028
C 14.77 11.51 8.77 -0.339
C 14.29 10.21 8.70 -0.012
C 15.16 9.15 8.97 0.005
C 16.54 9.40 9.26 -0.290
O 17.46 8.39 9.52 0.036
C 17.01 10.70 9.24 -0.010
C 16.11 11.71 9.01 -0.028
H 14.22 13.39 8.60 0.116
H 13.27 10.07 8.48 0.108
H 14.79 8.15 8.83 0.107
H 17.01 7.55 9.61 0.096
H 18.05 10.89 9.53 0.128
H 16.48 12.74 8.99 0.105
O 12.06 16.54 18.57 -0.004
C 11.76 16.72 17.20 -0.294
C 12.76 16.99 16.27 -0.046
C 12.35 17.21 14.99 -0.059
C 11.05 17.08 14.60 -0.312
O 10.69 17.46 13.30 0.040
C 10.07 16.67 15.48 0.003
C 10.44 16.56 16.80 -0.009
H 12.42 17.36 18.95 0.113
H 13.72 17.04 16.64 0.096
H 13.19 17.63 14.36 0.152
H 11.54 17.53 12.86 0.090
H 9.06 16.68 15.09 0.129
H 9.67 16.39 17.55 0.126
O 9.52 11.98 11.37 0.032
C 8.84 10.92 10.80 -0.288
C 9.44 9.88 10.04 -0.014
C 8.72 8.79 9.59 -0.042
C 7.38 8.75 9.81 -0.331
O 6.66 7.65 9.31 0.029
C 6.74 9.76 10.47 -0.038
C 7.42 10.87 10.99 0.003
H 10.45 11.83 11.16 0.055
H 10.55 9.88 9.84 0.126
H 9.17 8.11 8.94 0.108
H 5.75 7.97 9.33 0.082
H 5.69 9.73 10.58 0.102
H 6.93 11.79 11.36 0.124
O 18.94 14.19 10.29 0.062
C 17.78 14.81 9.98 -0.336
C 17.34 15.11 8.68 -0.040
C 16.10 15.67 8.45 -0.061
C 15.29 16.12 9.46 -0.344
O 14.03 16.60 9.28 0.055
C 15.76 15.86 10.74 -0.014
C 16.90 15.18 11.01 -0.013
H 19.63 14.33 9.62 0.120
H 17.95 14.93 7.82 0.112
H 15.77 15.78 7.43 0.117
H 13.94 17.11 8.47 0.111
H 15.05 15.90 11.54 0.111
H 17.23 14.99 12.06 0.135
O 16.78 10.96 20.68 0.094
C 16.10 11.78 19.91 -0.364
C 16.89 12.42 18.97 0.006
C 16.26 13.34 18.19 -0.051
C 14.93 13.70 18.30 -0.322
O 14.51 14.74 17.50 -0.001
C 14.17 12.96 19.20 -0.010
C 14.75 12.01 20.06 -0.005
H 16.32 10.69 21.42 0.071
H 17.99 12.28 18.93 0.145
H 16.91 14.00 17.58 0.136
H 13.75 15.11 18.00 0.089
H 13.12 13.27 19.28 0.118
H 14.05 11.56 20.77 0.122
O 17.96 12.27 15.18 0.036
C 17.24 11.14 15.48 -0.335
C 15.87 11.25 15.77 0.015
C 15.23 10.02 16.25 0.002
C 15.89 8.83 16.37 -0.341
O 15.13 7.72 16.78 0.016
C 17.25 8.80 16.10 -0.026
C 17.90 9.93 15.52 -0.017
H 17.27 12.92 15.11 0.020
H 15.26 12.19 15.79 0.111
H 14.14 10.09 16.35 0.120
H 15.73 7.09 17.21 0.089
H 17.82 7.84 16.38 0.132
H 19.01 9.91 15.40 0.129
O 15.98 14.47 14.99 -0.016
C 15.02 14.05 14.04 -0.311
C 13.68 14.31 14.10 -0.016
C 12.83 13.82 13.09 0.021
C 13.29 12.96 12.08 -0.280
O 12.45 12.36 11.16 0.024
C 14.62 12.62 12.13 -0.002
C 15.45 13.15 13.07 -0.048
H 15.53 14.95 15.76 0.102
H 13.25 14.83 15.01 0.117
H 11.78 13.98 13.21 0.109
H 12.78 12.50 10.28 0.063
H 14.97 11.80 11.55 0.117
H 16.48 12.95 13.10 0.107
```

=====

maximum force of number 2 (C42H42N3O4PRhS2Te)?
0.940 eV/Å